{"formula": "C16H42BO13P3S", "method": "ωB97M-V with the def2-TZVPD basis set", "elements": ["C", "C", "O", "B", "O", "C", "C", "O", "C", "S", "O", "C", "C", "O", "C", "P", "C", "C", "H", "H", "H", "H", "H", "H", "H", "H", "H", "H", "H", "H", "H", "H", "H", "H", "H", "H", "H", "H", "H", "H", "H", "H", "C", "O", "P", "O", "O", "C", "O", "C", "H", "H", "H", "H", "H", "H", "H", "H", "H", "C", "O", "P", "O", "O", "C", "O", "C", "H", "H", "H", "H", "H", "H", "H", "H", "H"], "positions_angstrom": [[3.310, -1.623, 0.538], [3.975, -0.735, -0.711], [3.298, -0.953, -2.003], [3.583, 0.168, -2.949], [4.713, -0.027, -3.925], [2.706, 1.591, -2.985], [3.736, 2.750, -2.370], [5.005, 2.189, -1.865], [6.177, 2.803, -2.517], [6.517, 4.500, -1.760], [1.462, 1.443, -2.213], [0.459, 2.461, -2.562], [0.081, 3.366, -1.208], [-0.698, 2.548, -0.261], [-1.472, 3.395, 0.676], [-1.204, 1.774, -3.210], [-2.683, 2.929, -2.790], [-1.650, 0.080, -2.421], [4.071, -1.570, 1.455], [3.059, -2.722, 0.225], [2.342, -1.010, 0.867], [5.130, -1.006, -0.827], [3.814, 0.398, -0.387], [5.587, 0.127, -3.420], [2.442, 1.809, -4.125], [4.046, 3.552, -3.199], [3.198, 3.245, -1.442], [6.067, 2.816, -3.684], [7.112, 2.128, -2.206], [6.409, 4.324, -0.353], [0.860, 3.220, -3.388], [-0.523, 4.343, -1.532], [1.087, 3.778, -0.725], [-1.940, 4.337, 0.151], [-2.327, 2.716, 1.157], [-0.753, 3.731, 1.564], [-3.568, 2.714, -3.559], [-3.122, 2.734, -1.708], [-2.400, 4.064, -2.863], [-1.227, -0.064, -1.336], [-2.839, -0.022, -2.407], [-1.282, -0.748, -3.188], [-8.022, 3.848, 3.461], [-7.213, 3.342, 2.417], [-5.516, 3.304, 2.754], [-5.218, 3.715, 1.310], [-5.560, 1.658, 2.819], [-6.334, 1.040, 3.825], [-3.820, 3.266, 3.091], [-3.506, 3.255, 4.468], [-8.700, 4.599, 3.047], [-8.612, 3.033, 3.884], [-7.416, 4.308, 4.247], [-7.325, 0.804, 3.428], [-6.432, 1.687, 4.703], [-5.846, 0.108, 4.127], [-3.857, 2.330, 4.931], [-3.967, 4.116, 4.961], [-2.420, 3.319, 4.582], [3.593, -8.347, 0.316], [2.832, -8.034, 1.466], [1.921, -6.567, 1.368], [2.237, -6.269, 2.835], [0.520, -7.434, 1.312], [0.299, -8.293, 0.213], [1.009, -5.100, 1.270], [0.735, -4.679, -0.050], [4.612, -8.592, 0.625], [3.155, -9.216, -0.178], [3.624, -7.506, -0.383], [0.624, -9.305, 0.472], [0.836, -7.946, -0.675], [-0.773, -8.315, -0.009], [0.079, -5.396, -0.549], [1.669, -4.579, -0.610], [0.235, -3.707, -0.013]], "forces_ev_per_a": [[0.108, 1.418, -0.345], [0.069, 0.096, 1.378], [1.267, 2.738, -0.607], [1.166, -1.776, 0.246], [-0.631, 1.245, 3.135], [0.713, -0.382, -0.599], [-0.610, 0.912, -0.311], [0.221, 0.808, -1.795], [0.637, -1.749, 1.432], [-0.277, -0.247, 0.253], [0.151, 1.532, -1.583], [-0.282, 2.062, 2.299], [0.898, 0.616, -0.385], [0.036, 2.420, -0.592], [-0.024, -0.401, 1.057], [-0.839, -0.951, -1.532], [-1.108, 0.450, 1.086], [-0.520, -0.732, 0.240], [-1.656, -0.323, -2.105], [0.529, 2.197, 0.686], [1.940, -1.718, -0.729], [-2.414, 0.716, 0.276], [0.716, -2.329, -0.676], [-2.116, -0.596, -1.110], [0.602, -0.206, 2.350], [-1.096, -1.609, 1.866], [1.024, -0.857, -2.076], [0.227, 0.464, 2.268], [-2.225, 1.305, -0.840], [0.057, -0.534, -1.870], [-0.788, -1.670, 1.738], [1.070, -2.173, 0.569], [-1.978, -0.984, -0.719], [0.867, -1.888, 0.952], [1.888, 1.581, -1.281], [-1.493, -0.482, -1.864], [2.174, 0.402, 1.541], [0.945, 0.486, -2.128], [-0.498, -2.178, 0.011], [-0.829, 0.132, -2.162], [2.580, 0.427, 0.061], [-0.561, 1.746, 1.901], [-0.930, 0.162, 0.266], [1.246, 1.071, 2.881], [1.752, -3.680, -9.870], [-0.158, 0.699, 1.770], [0.397, 0.637, 1.130], [-0.438, -0.415, 0.119], [-1.913, 1.508, 2.107], [0.487, -0.096, 0.588], [0.044, -0.018, 0.121], [-0.063, 0.112, 0.197], [-0.352, 0.104, 0.117], [-0.005, 0.045, 0.167], [-0.134, -0.226, 0.107], [-0.018, 0.209, -0.065], [0.061, -0.052, 0.169], [0.250, -0.044, 0.233], [-0.169, -0.019, -0.051], [0.560, -0.657, -0.367], [0.091, 1.871, -2.703], [-3.280, -1.313, 10.072], [0.586, 0.352, -1.818], [0.212, 0.703, -1.093], [-0.122, -0.528, -0.139], [2.108, -0.673, -2.356], [-0.370, 0.450, -0.515], [-0.041, 0.040, -0.114], [0.112, 0.020, -0.212], [0.258, -0.231, -0.168], [0.031, 0.029, -0.168], [-0.137, -0.218, -0.125], [0.189, 0.083, 0.055], [-0.091, 0.030, -0.167], [-0.201, 0.226, -0.220], [0.097, -0.150, 0.015]], "total_energy_ha": -3059.6228, "smiles": "CCOB(O)[C@H](COCS)O[C@H](COC)P(C)C.COP(=O)(OC)OC.COP(=O)(OC)OC", "multiplicity": 1, "homo_lumo_gap_ev": 4.227, "homo_ev": -7.309}


{"formula": "C16H42CaF3KN4NaO13P2S", "method": "ωB97M-V with the def2-TZVPD basis set", "elements": ["C", "N", "C", "C", "O", "C", "C", "O", "H", "H", "H", "H", "H", "H", "H", "H", "H", "H", "H", "H", "O", "P", "N", "C", "C", "N", "C", "C", "N", "C", "C", "H", "H", "H", "H", "H", "H", "H", "H", "H", "H", "H", "H", "H", "H", "H", "H", "H", "H", "O", "H", "H", "O", "P", "O", "O", "O", "K", "C", "O", "C", "C", "O", "C", "H", "H", "H", "H", "H", "H", "H", "H", "H", "H", "Na", "Ca", "C", "F", "F", "F", "S", "O", "O", "O"], "positions_angstrom": [[1.702, -2.975, -1.229], [0.830, -2.365, -2.254], [-0.532, -2.997, -2.411], [-1.639, -2.311, -1.519], [-1.138, -1.553, -0.427], [-0.169, -0.551, -0.786], [0.614, -0.883, -2.105], [1.825, -0.093, -2.244], [1.412, -4.042, -1.137], [2.768, -2.979, -1.656], [1.595, -2.544, -0.214], [1.329, -2.522, -3.178], [-0.512, -4.082, -2.245], [-0.843, -2.832, -3.513], [-2.234, -3.133, -1.078], [-2.363, -1.748, -2.153], [-0.573, 0.483, -0.829], [0.583, -0.537, 0.032], [-0.069, -0.554, -2.994], [1.952, 0.030, -3.222], [-0.332, 2.265, 1.390], [-0.215, 3.773, 1.730], [1.450, 3.905, 1.367], [2.533, 4.363, 2.204], [1.865, 3.678, 0.001], [-0.529, 3.547, 3.416], [0.514, 3.151, 4.337], [-1.732, 2.756, 3.684], [-0.272, 5.503, 1.978], [-0.118, 6.316, 0.773], [-0.667, 6.235, 3.167], [2.269, 5.247, 2.791], [3.404, 4.653, 1.611], [2.869, 3.573, 2.884], [2.014, 4.629, -0.523], [1.115, 3.116, -0.560], [2.800, 3.101, -0.046], [1.031, 2.233, 4.017], [0.102, 2.982, 5.335], [1.244, 3.950, 4.469], [-1.548, 1.679, 3.585], [-2.541, 3.034, 3.003], [-2.094, 2.951, 4.699], [0.871, 6.785, 0.764], [-0.873, 7.097, 0.679], [-0.202, 5.701, -0.122], [0.120, 6.195, 3.925], [-1.595, 5.859, 3.596], [-0.840, 7.291, 2.948], [-5.430, -2.027, -1.847], [-4.684, -2.044, -1.243], [-5.474, -1.114, -2.156], [0.739, 6.530, -2.410], [-0.006, 7.784, -2.879], [-1.100, 7.409, -3.878], [0.979, 8.731, -3.566], [-0.645, 8.468, -1.670], [0.023, -0.937, -4.479], [3.602, -6.341, -1.313], [2.405, -6.503, -0.538], [1.342, -7.114, -1.260], [1.251, -8.610, -0.975], [2.388, -9.299, -1.430], [3.345, -9.558, -0.405], [4.429, -6.179, -0.624], [3.824, -7.225, -1.912], [3.515, -5.467, -1.970], [1.441, -6.934, -2.333], [0.412, -6.630, -0.923], [0.392, -9.015, -1.517], [1.092, -8.804, 0.097], [3.030, -10.424, 0.186], [3.489, -8.698, 0.255], [4.295, -9.787, -0.882], [0.605, -7.681, 1.700], [4.204, -1.984, -1.274], [-5.459, 1.173, 1.121], [-6.284, 0.348, 0.450], [-5.660, 0.921, 2.420], [-4.211, 0.749, 0.850], [-5.718, 2.951, 0.684], [-7.100, 3.223, 1.035], [-5.459, 3.026, -0.747], [-4.750, 3.678, 1.489]], "forces_ev_per_a": [[-0.506, -1.066, 0.687], [-0.483, -0.142, 0.174], [-1.391, 0.564, -0.992], [-0.463, -0.194, 0.306], [0.843, -0.316, -1.276], [1.162, 0.050, 0.506], [-1.449, 3.114, 0.491], [-1.638, -1.796, -0.421], [0.368, 0.558, -0.114], [-2.897, -1.525, -0.543], [-0.009, 0.236, -0.662], [0.736, -0.129, 0.350], [0.440, 0.483, -0.087], [0.452, -0.825, 1.687], [0.285, 0.507, -0.144], [0.572, -0.018, 0.304], [-0.028, -0.503, -0.040], [-0.550, 0.193, -0.285], [1.319, 0.024, 7.628], [0.688, 0.195, 1.236], [-1.926, 1.438, -2.648], [3.638, -0.906, 4.964], [0.552, -0.419, -1.106], [-0.200, 0.567, 0.198], [-0.020, -0.217, -0.207], [-0.584, 0.026, 0.999], [0.317, 0.395, -0.224], [-0.197, 0.136, -0.287], [-1.172, -0.911, -1.672], [0.274, 0.044, -0.307], [-0.825, 0.046, 0.337], [-0.088, -0.053, 0.100], [-0.194, 0.024, -0.183], [-0.003, 0.032, 0.103], [0.109, -0.067, -0.130], [-0.106, 0.043, 0.128], [0.074, -0.028, 0.022], [0.100, -0.082, 0.064], [-0.211, -0.070, -0.144], [0.143, -0.079, -0.121], [-0.047, -0.046, -0.064], [0.008, -0.089, -0.029], [0.153, 0.087, -0.026], [-0.055, 0.110, -0.018], [-0.025, -0.076, 0.063], [0.100, 0.124, -0.056], [-0.040, -0.229, -0.007], [0.117, -0.030, 0.084], [0.075, -0.119, -0.375], [0.435, -0.188, -0.474], [-0.216, 0.230, 0.349], [-0.241, 0.076, 0.238], [-0.472, -0.109, 0.063], [0.090, -0.357, 0.309], [0.548, -0.093, -0.276], [-0.630, 0.187, 0.031], [0.603, 0.064, -0.043], [-0.479, -0.464, -8.763], [0.185, 0.003, 0.002], [-0.221, -0.008, -0.007], [0.081, -0.001, 0.415], [0.247, -0.060, -1.088], [-0.127, 0.381, 0.505], [0.058, -0.267, 0.000], [-0.093, 0.046, 0.061], [-0.118, -0.001, 0.024], [-0.011, -0.118, 0.007], [0.002, -0.133, -0.006], [-0.085, 0.004, -0.098], [-0.114, 0.006, 0.145], [0.079, -0.322, -0.110], [0.044, 0.015, 0.001], [-0.003, 0.063, -0.062], [-0.075, -0.036, -0.028], [0.076, 0.236, 0.357], [2.719, 2.117, 0.276], [-0.318, -0.128, 0.292], [-0.113, 0.013, -0.282], [-0.027, 0.179, 0.177], [0.545, -0.056, -0.272], [-0.538, 2.438, -0.554], [0.494, -0.867, 0.124], [0.209, -0.945, 0.378], [0.056, -0.972, 0.048]], "total_energy_ha": -4651.3495, "charge": 1, "multiplicity": 1, "homo_lumo_gap_ev": 2.072, "homo_ev": -8.394}


{"formula": "C16H42N9O5P2", "method": "ωB97M-V with the def2-TZVPD basis set", "elements": ["N", "O", "O", "O", "O", "P", "N", "C", "C", "N", "C", "C", "N", "C", "C", "H", "H", "H", "H", "H", "H", "H", "H", "H", "H", "H", "H", "H", "H", "H", "H", "H", "H", "O", "P", "N", "C", "C", "N", "C", "C", "N", "C", "C", "H", "H", "H", "H", "H", "H", "H", "H", "H", "H", "H", "H", "H", "H", "H", "H", "H", "H", "C", "C", "N", "H", "H", "H", "C", "C", "N", "H", "H", "H"], "positions_angstrom": [[-0.973, -2.123, 4.658], [-0.281, -1.634, 5.581], [-1.129, -3.306, 4.401], [-1.517, -1.439, 3.794], [2.103, -3.225, -1.647], [3.445, -2.873, -2.130], [3.563, -2.792, -3.813], [2.821, -1.661, -4.466], [3.481, -4.053, -4.513], [4.701, -3.926, -1.650], [4.566, -4.643, -0.339], [6.053, -3.860, -2.033], [3.961, -1.333, -1.602], [3.593, -0.841, -0.274], [5.216, -0.752, -2.173], [3.540, -0.883, -4.722], [2.021, -1.292, -3.823], [2.303, -2.059, -5.338], [3.855, -3.854, -5.517], [2.440, -4.374, -4.571], [4.065, -4.851, -4.054], [4.279, -5.682, -0.501], [5.543, -4.645, 0.144], [3.792, -4.219, 0.301], [6.258, -3.401, -3.000], [6.591, -3.225, -1.329], [6.481, -4.862, -2.062], [4.268, -1.334, 0.425], [3.663, 0.235, -0.114], [2.550, -1.054, -0.037], [5.296, -0.854, -3.255], [6.053, -1.292, -1.729], [5.323, 0.279, -1.837], [-3.760, 1.849, -2.249], [-3.977, 3.273, -2.488], [-3.754, 3.781, -4.114], [-3.806, 5.193, -4.463], [-3.610, 2.766, -5.197], [-2.747, 4.137, -1.624], [-2.872, 4.220, -0.198], [-1.317, 4.133, -2.094], [-5.477, 3.973, -2.025], [-5.686, 5.421, -1.893], [-6.764, 3.312, -2.339], [-4.850, 5.455, -4.633], [-3.129, 5.340, -5.304], [-3.437, 5.717, -3.581], [-2.841, 3.183, -5.847], [-4.561, 2.632, -5.713], [-3.214, 1.864, -4.729], [-3.876, 3.896, 0.075], [-2.100, 3.623, 0.287], [-2.678, 5.278, -0.021], [-0.696, 4.456, -1.258], [-1.064, 3.098, -2.322], [-1.058, 4.834, -2.887], [-4.775, 5.994, -1.722], [-6.164, 5.850, -2.774], [-6.390, 5.615, -1.084], [-7.511, 3.644, -1.618], [-6.641, 2.232, -2.255], [-7.158, 3.631, -3.304], [-2.093, -0.197, 11.397], [-1.787, 0.927, 12.380], [-1.553, 1.854, 13.011], [-2.301, -1.073, 12.011], [-1.301, -0.530, 10.726], [-2.952, 0.094, 10.792], [1.326, -5.739, 8.737], [2.389, -5.415, 9.638], [3.248, -5.110, 10.392], [1.607, -5.741, 7.684], [0.563, -4.967, 8.831], [0.840, -6.679, 8.999]], "forces_ev_per_a": [[-0.140, 0.512, -2.022], [-0.334, -0.595, 0.183], [1.057, -3.530, 2.232], [-0.561, 3.570, -0.257], [0.296, -0.237, 0.534], [1.265, 0.991, 0.158], [0.373, 0.910, 1.106], [0.279, -1.140, 0.632], [-0.220, 0.172, -0.499], [-2.514, -0.571, 0.663], [-0.425, 0.109, -0.936], [1.197, 0.569, -0.598], [-0.433, 0.806, -1.811], [0.032, -0.729, 0.028], [-0.511, -0.910, 1.244], [-0.307, 0.131, -0.149], [0.217, 0.207, 0.163], [0.283, 0.107, -0.209], [0.009, -0.394, -0.173], [-0.131, -0.291, -0.145], [0.058, 0.239, 0.111], [0.045, -0.136, -0.094], [-0.131, 0.210, 0.202], [0.163, 0.219, -0.054], [-0.506, -0.070, -0.222], [0.563, -0.260, 0.272], [0.215, -0.070, 0.097], [-0.194, 0.139, 0.665], [0.405, 0.130, -0.624], [0.129, -0.489, -0.076], [-0.284, 0.106, 0.092], [0.380, 0.152, -0.106], [-0.260, 0.086, -0.294], [-1.148, -0.975, -0.561], [1.600, 2.567, -0.530], [0.361, -1.776, 1.071], [-0.071, -1.228, 0.775], [0.359, 1.448, 1.362], [-0.694, 0.174, -2.446], [0.160, 0.484, -0.249], [-1.229, -0.438, 0.635], [0.367, -0.010, 0.290], [0.116, -0.179, -0.033], [0.983, 0.109, 0.465], [0.126, 0.596, -0.538], [-0.283, 0.384, -0.140], [0.016, 0.433, -0.225], [-0.092, -0.281, -0.468], [0.125, -0.313, -0.205], [-0.360, -0.150, -0.259], [0.167, 0.212, 0.444], [-0.231, -0.186, 0.288], [-0.283, 0.071, 1.095], [-0.130, -0.137, 0.174], [0.397, 0.106, -0.325], [-0.516, -0.191, -0.363], [0.071, -0.333, 0.137], [-0.022, -0.047, -0.372], [0.102, -0.072, 0.302], [0.069, -0.110, 0.282], [-0.126, 0.068, -0.238], [0.155, -0.226, -0.391], [-0.008, 0.481, 1.363], [0.137, -1.168, -2.097], [-0.035, 0.075, 0.420], [-0.424, -0.005, -0.123], [0.349, 0.735, 0.211], [-0.004, -0.115, 0.190], [-1.211, 0.090, -0.530], [3.608, 1.147, 2.856], [-2.844, -1.097, -2.476], [0.270, -0.088, 0.151], [-0.061, 0.073, -0.033], [0.218, -0.070, -0.025]], "total_energy_ha": -2186.4952, "charge": -1, "multiplicity": 1, "homo_lumo_gap_ev": 5.830, "de_lowest_kcal_mol": 65.0, "homo_ev": -3.810}